Record 1
The following is a DFT calculation (ωB97M-V/def2-TZVPD) of 2 unconnected molecules or ions with the total composition C3H8O.

```
12
Properties=species:S:1:pos:R:3:lowdin_charge:R:1
C -1.5035 0.9608 -0.3402 0.000
C -0.2574 0.6890 -0.7101 -0.178
C 0.8590 0.3905 0.2446 -0.306
O 1.5656 -0.7394 -0.2436 -0.115
H -1.8012 0.9528 0.7068 0.059
H -0.7485 -2.5192 0.7983 0.045
H -2.2751 1.2037 -1.0654 0.053
H -0.1576 -2.2028 0.4720 0.020
H 0.0225 0.6897 -1.7628 0.105
H 0.4491 0.2087 1.2504 0.109
H 1.5301 1.2632 0.3092 0.118
H 2.3171 -0.8970 0.3408 0.088
```

Calculated values
- Orbital gap: 10.8 eV
- E_HOMO: -9.8 eV
- SMILES string: [H][H].C=CCO
- Calculated total energy: -194.2677 a.u.
- ΔE to the lowest compared entry with this formula, charge and spin: 179.22 kJ/mol

=====

Record 2
The following is a DFT calculation (ωB97M-V/def2-TZVPD) of a molecular structure, C3H8O.

```
12
Properties=species:S:1:pos:R:3:lowdin_charge:R:1
C -1.5333 -0.1174 0.0861 -0.136
C -0.2192 0.0365 -0.6497 -0.313
C 0.8519 0.7575 -0.0679 -0.061
O 1.8684 -0.7409 0.2848 -0.157
H -1.3755 -0.2005 1.1687 0.069
H -2.0633 -1.0221 -0.2297 0.064
H -2.2124 0.7280 -0.0804 0.065
H 0.7839 -0.9405 -0.2572 0.126
H -0.2759 0.0746 -1.7363 0.095
H 0.7689 1.1594 0.9403 0.098
H 1.5990 1.2487 -0.6836 0.094
H 1.8076 -0.9834 1.2250 0.056
```

Calculated values
- Orbital gap: 9.2 eV
- E_HOMO: -8.2 eV
- Calculated total energy: -194.2172 a.u.
- ΔE to the lowest compared entry with this formula, charge and spin: 311.89 kJ/mol

=====

Record 3
The following is a DFT calculation (ωB97M-V/def2-TZVPD) of 2 unconnected molecules or ions with the total composition C3H8O in a non-equilibrium geometry.

```
12
Properties=species:S:1:pos:R:3:lowdin_charge:R:1
C -1.0561 -0.6403 -1.8409 -0.104
C -0.8620 0.8533 -1.6253 -0.252
C 0.0334 1.4299 -0.9320 -0.026
H -0.5597 -1.1199 -2.7860 0.110
H -0.6260 -1.1550 -1.0260 0.042
H -2.0901 -0.9167 -1.8857 0.051
H -1.4736 1.4222 -2.2668 0.076
H 0.1468 2.4903 -0.8235 0.056
H 0.7497 0.8414 -0.4424 0.046
H 1.3987 -0.5872 4.2506 0.052
H 2.4994 -1.1567 5.0009 0.021
O 1.8397 -1.4612 4.3772 -0.074
```

Calculated values
- Orbital gap: 10.8 eV
- E_HOMO: -9.9 eV
- SMILES string: C=CC.O
- Calculated total energy: -194.2919 a.u.
- ΔE to the lowest compared entry with this formula, charge and spin: 115.73 kJ/mol

=====

Record 4
The following is a DFT calculation (ωB97M-V/def2-TZVPD) of C3H8O in the gas phase in a non-equilibrium geometry.

```
12
Properties=species:S:1:pos:R:3:lowdin_charge:R:1
O 1.1038 -0.5375 1.1452 -0.046
C -0.9334 0.5043 0.8324 -0.075
C 0.4482 0.0321 -1.1975 -0.034
C 0.0539 -0.4061 0.2381 -0.554
H 1.8609 -0.9592 0.6510 0.115
H -1.9343 0.3242 0.3178 0.108
H -0.6957 1.5148 0.5250 0.073
H -1.0660 0.3519 1.9028 0.087
H 1.3390 -0.5294 -1.5843 0.095
H -0.3576 -0.0678 -1.8084 0.036
H 0.6490 1.1031 -1.2188 0.079
H -0.4678 -1.3304 0.1968 0.115
```

Calculated values
- Orbital gap: 11.1 eV
- E_HOMO: -10.1 eV
- SMILES string: CC(C)O
- Calculated total energy: -194.3179 a.u.
- ΔE to the lowest compared entry with this formula, charge and spin: 47.41 kJ/mol

=====

Record 5
The following is a DFT calculation (ωB97M-V/def2-TZVPD) of a molecular structure, C3H8O.

```
12
Properties=species:S:1:pos:R:3:lowdin_charge:R:1
C -1.6066 0.0854 -0.1945 -0.047
C -0.0077 -0.9901 0.7363 -0.119
O 0.7584 -0.0017 1.2309 -0.226
C 1.7773 0.4289 0.3441 -0.097
H -1.5722 0.3947 -1.2434 0.042
H -2.5190 -0.4720 0.0194 0.042
H -1.4840 0.9408 0.4683 0.047
H -0.5732 -0.7878 -0.3176 0.017
H -0.7249 -1.2863 1.5073 0.074
H 2.3183 -0.4268 -0.0725 0.089
H 1.3394 1.0111 -0.4784 0.089
H 2.4507 1.0663 0.9202 0.088
```

Calculated values
- Orbital gap: 9.0 eV
- E_HOMO: -7.9 eV
- Calculated total energy: -194.1769 a.u.
- ΔE to the lowest compared entry with this formula, charge and spin: 417.59 kJ/mol

=====

Record 6
The following is a DFT calculation (ωB97M-V/def2-TZVPD) of 2 unconnected molecules or ions with the total composition C3H8O in a non-equilibrium geometry.

```
12
Properties=species:S:1:pos:R:3:lowdin_charge:R:1
C -1.1295 -0.6594 0.5718 -0.102
C 0.0019 -0.4433 -0.3857 -0.284
C 1.2949 -0.4640 -0.0351 -0.062
O -0.0841 1.8691 -0.2105 -0.092
H -2.0609 -0.1629 0.2833 0.077
H -1.3017 -1.7396 0.5860 0.079
H -0.8673 -0.3365 1.5838 0.083
H -0.2775 -0.3464 -1.4362 0.109
H 2.0862 -0.4362 -0.7759 0.061
H 0.7329 1.3347 -0.0439 0.010
H 1.5756 -0.6176 1.0034 0.070
H -0.0656 2.0529 -1.1575 0.049
```

Calculated values
- Orbital gap: 10.3 eV
- E_HOMO: -9.2 eV
- SMILES string: C=CC.O
- Calculated total energy: -194.2861 a.u.
- ΔE to the lowest compared entry with this formula, charge and spin: 130.92 kJ/mol

=====

Record 7
The following is a DFT calculation (ωB97M-V/def2-TZVPD) of 2 unconnected molecules or ions with the total composition C3H8O in a non-equilibrium geometry.

```
12
Properties=species:S:1:pos:R:3:lowdin_charge:R:1
C -1.6180 1.4430 1.5136 -0.098
C -1.6708 1.5636 0.2137 -0.087
H -1.8382 2.2378 2.2949 0.072
H -1.5587 0.4944 2.0523 0.039
H -1.3321 2.4780 -0.1933 0.033
H -1.9245 0.8251 -0.5138 0.042
C 1.7390 -1.8478 -0.6232 -0.070
O 1.7022 -0.3216 -1.0707 -0.191
H 2.4183 -2.4232 -1.3193 0.075
H 0.6335 -2.3000 -0.7441 0.110
H 2.0975 -1.6947 0.3531 0.037
H 1.3519 -0.4546 -1.9633 0.038
```

Calculated values
- Orbital gap: 10.5 eV
- E_HOMO: -9.5 eV
- SMILES string: C=C.CO
- Calculated total energy: -194.2353 a.u.
- ΔE to the lowest compared entry with this formula, charge and spin: 264.17 kJ/mol

=====

Record 8
The following is a DFT calculation (ωB97M-V/def2-TZVPD) of 2 unconnected molecules or ions with the total composition C3H8O2 in a non-equilibrium geometry.

```
13
Properties=species:S:1:pos:R:3:lowdin_charge:R:1
O 0.2989 -0.2255 1.6804 -0.044
C 1.1611 -0.5363 0.7817 -0.214
C 0.8459 -0.4233 -0.6699 -0.225
C -0.6775 -0.9229 -0.9989 -0.093
H 2.1428 -1.1309 1.0207 0.145
H 1.0431 0.6406 -0.8712 0.119
H 1.4718 -1.1179 -1.2121 0.085
H -1.3413 0.0105 -0.6519 0.092
H -0.7935 -1.1164 -2.1536 0.089
H -0.9052 -1.8565 -0.3459 0.088
H -1.9044 2.6760 0.9753 0.075
H -0.4111 1.6206 1.4605 0.053
O -0.9306 2.3820 0.9848 -0.173
```

Calculated values
- Orbital gap: 10.6 eV
- E_HOMO: -10.3 eV
- SMILES string: CCC=O.O
- Calculated total energy: -269.5084 a.u.
- ΔE to the lowest compared entry with this formula, charge and spin: 227.18 kJ/mol